Below is the molecule C4H6O2, with properties calculated with the ωB97M-V functional and the def2-TZVPD basis.

The lowest unoccupied orbital energy is 0.0337 hartree. As for the structure (SMILES): C[C@H]1OCC1=O. The calculation puts the largest force on an atom at 0.66 eV/A. The HOMO energy comes out at -9.96 eV. The value obtained for the gap between HOMO and LUMO is 10.88 eV.

Structure (ORCA input):
```
! RIJCOSX wB97M-V def2-TZVPD def2/J DEFGRID3
* xyz 0 1
C 1.56 0.18 -0.03
O -0.69 1.06 -0.50
C 0.17 0.50 0.51
H -2.57 0.06 -0.47
H 1.98 1.08 -0.50
H -1.34 -0.65 -1.57
C -0.74 -0.73 0.56
H 1.51 -0.61 -0.78
H 0.20 1.12 1.41
C -1.50 -0.13 -0.62
H 2.22 -0.14 0.78
O -0.80 -1.73 1.21
*
```

Results of the natural (NBO) charge analysis, in e, for atoms 1 through 5: -0.628 -0.524 -0.015 0.206 0.229

---

Below is the molecule C4H6O2 in a non-equilibrium geometry, with properties calculated with the ωB97M-V functional and the def2-TZVPD basis.

The lowest unoccupied orbital energy is 0.0218 hartree. As for the structure (SMILES): C/C=C(/O)C=O. The calculation puts the largest force on an atom at 3.60 eV/A. The HOMO energy comes out at -9.42 eV. The value obtained for the gap between HOMO and LUMO is 10.01 eV.

Structure (ORCA input):
```
! RIJCOSX wB97M-V def2-TZVPD def2/J DEFGRID3
* xyz 0 1
H -2.54 1.07 0.03
H 2.14 -0.18 -0.96
H 2.38 -0.14 0.84
H 0.72 1.74 -0.39
C 1.63 -0.33 -0.03
H 1.39 -1.36 0.05
O -1.74 1.45 -0.43
C 0.54 0.71 -0.19
H -0.39 -1.58 0.18
C -1.17 -0.83 0.27
C -0.75 0.53 -0.22
O -2.21 -1.07 0.84
*
```

Results of the natural (NBO) charge analysis, in e, for atoms 1 through 5: 0.499 0.226 0.227 0.217 -0.638

---

Below is the molecule C4H6O2, with properties calculated with the ωB97M-V functional and the def2-TZVPD basis.

The lowest unoccupied orbital energy is -0.0116 hartree. As for the structure (SMILES): CCC(=O)C=O. The calculation puts the largest force on an atom at 0.66 eV/A. The HOMO energy comes out at -9.90 eV. The value obtained for the gap between HOMO and LUMO is 9.59 eV.

Structure (ORCA input):
```
! RIJCOSX wB97M-V def2-TZVPD def2/J DEFGRID3
* xyz 0 1
O -0.61 -1.12 -1.08
C 0.53 0.43 0.36
O -2.34 1.68 -0.22
C 1.32 -0.82 0.76
H 0.11 1.03 1.17
H 1.19 1.13 -0.18
H -2.32 0.39 -1.82
H 2.24 -0.62 1.32
C -0.59 -0.02 -0.56
H 1.60 -1.31 -0.17
H 0.73 -1.57 1.30
C -1.85 0.81 -0.89
*
```

Results of the natural (NBO) charge analysis, in e, for atoms 1 through 5: -0.503 -0.514 -0.475 -0.609 0.239